[1]
{"formula": "C38H38BF3O3S", "method": "ωB97M-V with the def2-TZVPD basis set", "symbols": ["C", "C", "C", "C", "C", "B", "C", "C", "C", "C", "C", "F", "F", "F", "C", "C", "O", "C", "C", "C", "C", "C", "C", "O", "S", "H", "H", "H", "H", "H", "H", "H", "H", "H", "H", "H", "H", "H", "H", "H", "H", "H", "H", "H", "H", "H", "C", "C", "C", "C", "C", "C", "C", "C", "C", "C", "O", "C", "C", "C", "C", "C", "C", "C", "C", "C", "C", "H", "H", "H", "H", "H", "H", "H", "H", "H", "H", "H", "H", "H", "H", "H", "H", "H"], "coordinates": [[2.680, -1.947, -2.715], [2.486, -2.254, -1.281], [3.410, -2.864, -0.444], [2.931, -3.032, 0.881], [1.641, -2.549, 1.066], [4.883, 1.253, 1.306], [0.830, -2.754, 2.253], [1.347, -3.460, 3.361], [0.618, -3.571, 4.534], [-0.628, -2.972, 4.614], [-1.377, -2.969, 5.912], [-1.747, -1.690, 6.258], [-2.521, -3.710, 5.865], [-0.632, -3.455, 6.952], [-1.208, -2.347, 3.510], [-0.479, -2.241, 2.340], [5.538, 1.743, 2.382], [6.887, 2.000, 1.887], [7.409, 3.220, 2.610], [7.740, 0.779, 2.221], [6.674, 2.145, 0.318], [6.367, 3.578, -0.110], [7.766, 1.602, -0.580], [5.491, 1.341, 0.082], [0.994, -1.962, -0.446], [3.722, -2.147, -2.986], [2.032, -2.569, -3.348], [2.455, -0.895, -2.934], [4.395, -3.164, -0.798], [3.512, -3.487, 1.674], [2.337, -3.911, 3.320], [1.021, -4.110, 5.388], [-2.216, -1.944, 3.584], [-0.915, -1.731, 1.479], [8.408, 3.483, 2.238], [6.745, 4.083, 2.485], [7.493, 3.008, 3.683], [8.781, 0.944, 1.914], [7.725, 0.605, 3.306], [7.363, -0.131, 1.729], [7.274, 4.194, -0.049], [6.034, 3.575, -1.156], [5.575, 4.038, 0.498], [8.699, 2.160, -0.428], [7.949, 0.537, -0.411], [7.466, 1.733, -1.627], [0.243, 4.691, -0.800], [1.058, 3.544, -0.293], [1.146, 2.353, -1.019], [1.947, 1.305, -0.577], [2.600, 1.381, 0.657], [3.403, 0.251, 1.260], [3.046, -0.094, 2.672], [1.787, 0.219, 3.201], [1.472, -0.039, 4.530], [2.385, -0.761, 5.299], [2.039, -1.232, 6.566], [1.449, -0.321, 7.443], [0.509, -0.838, 8.337], [-0.248, 0.046, 9.101], [-0.004, 1.421, 9.033], [1.012, 1.914, 8.209], [1.754, 1.043, 7.407], [3.620, -1.153, 4.780], [3.964, -0.767, 3.493], [2.540, 2.600, 1.367], [1.773, 3.659, 0.905], [-0.132, 5.297, 0.030], [0.835, 5.350, -1.448], [-0.606, 4.332, -1.389], [0.582, 2.254, -1.947], [2.081, 0.406, -1.184], [3.576, -0.595, 0.594], [1.042, 0.707, 2.574], [0.521, 0.283, 4.956], [0.364, -1.911, 8.370], [-1.028, -0.352, 9.752], [-0.606, 2.110, 9.630], [1.233, 2.981, 8.173], [2.540, 1.409, 6.745], [4.294, -1.726, 5.415], [4.954, -0.998, 3.098], [3.082, 2.707, 2.309], [1.725, 4.589, 1.472]], "e_lumo_ha": 0.0047, "orbital_gap_ev": 7.8, "max_force_ev_per_a": 4.2, "smiles": "Cc1ccc([C@@H](B2OC(C)(C)C(C)(C)O2)c2ccc(Oc3ccccc3)cc2)cc1.Cc1ccc(-c2ccc(C(F)(F)F)cc2)s1", "e_tot_ha": -2419.31403}



[2]
{"formula": "C37H49BN3O", "method": "ωB97M-V with the def2-TZVPD basis set", "symbols": ["C", "C", "O", "B", "C", "C", "C", "C", "N", "C", "N", "N", "H", "H", "H", "H", "H", "H", "H", "H", "H", "H", "H", "H", "H", "H", "H", "H", "H", "H", "H", "C", "C", "C", "C", "C", "C", "H", "H", "H", "H", "H", "H", "C", "C", "C", "C", "C", "C", "H", "H", "H", "H", "H", "H", "C", "C", "C", "C", "C", "C", "H", "H", "H", "H", "H", "H", "C", "C", "C", "C", "C", "C", "H", "H", "H", "H", "H", "H", "C", "C", "C", "C", "C", "C", "H", "H", "H", "H", "H", "H"], "coordinates": [[4.371, 1.132, -4.506], [3.769, 0.981, -6.028], [2.272, 1.035, -6.072], [1.725, -0.285, -5.600], [0.426, 0.062, -4.600], [0.906, 0.476, -3.077], [0.650, -0.742, -1.965], [2.033, -1.665, -1.929], [1.801, -3.125, -2.246], [3.084, -3.911, -2.398], [4.045, -4.103, -1.429], [3.354, -4.616, -3.743], [5.456, 1.574, -4.469], [4.268, 0.119, -3.888], [3.674, 1.908, -3.925], [4.140, 1.928, -6.652], [4.162, -0.006, -6.571], [1.382, -0.944, -6.540], [2.554, -0.923, -5.041], [-0.062, 1.034, -5.064], [-0.361, -0.819, -4.560], [0.318, 1.459, -2.750], [2.043, 0.742, -3.018], [0.511, -0.175, -0.924], [-0.315, -1.364, -2.227], [2.906, -1.217, -2.578], [2.407, -1.609, -0.800], [1.115, -3.581, -1.604], [3.703, -3.596, -0.583], [2.566, -4.461, -4.410], [4.278, -4.317, -4.129], [-4.475, 0.347, -3.327], [-5.657, 0.032, -3.997], [-5.832, -1.239, -4.543], [-4.828, -2.199, -4.411], [-3.648, -1.885, -3.738], [-3.469, -0.611, -3.200], [-4.337, 1.339, -2.904], [-6.442, 0.778, -4.094], [-6.750, -1.482, -5.070], [-4.967, -3.191, -4.832], [-2.867, -2.634, -3.634], [-2.547, -0.365, -2.680], [-2.516, -2.233, 0.222], [-1.316, -2.791, 0.660], [-0.868, -2.555, 1.959], [-1.627, -1.767, 2.825], [-2.830, -1.212, 2.389], [-3.273, -1.441, 1.086], [-2.863, -2.414, -0.792], [-0.728, -3.411, -0.013], [0.070, -2.984, 2.298], [-1.281, -1.587, 3.839], [-3.422, -0.599, 3.064], [-4.207, -1.003, 0.745], [5.568, 0.512, 1.511], [5.744, 0.792, 2.866], [5.042, 0.064, 3.826], [4.170, -0.951, 3.431], [3.997, -1.234, 2.077], [4.693, -0.500, 1.116], [6.113, 1.081, 0.763], [6.428, 1.579, 3.173], [5.174, 0.288, 4.881], [3.626, -1.522, 4.180], [3.320, -2.027, 1.770], [4.554, -0.717, 0.061], [-3.051, -0.113, 6.121], [-2.531, 1.077, 5.611], [-2.554, 2.236, 6.385], [-3.088, 2.204, 7.674], [-3.604, 1.014, 8.185], [-3.590, -0.144, 7.407], [-3.037, -1.016, 5.516], [-2.109, 1.100, 4.609], [-2.155, 3.165, 5.985], [-3.101, 3.107, 8.279], [-4.018, 0.988, 9.189], [-3.997, -1.070, 7.803], [-0.595, 5.025, 3.584], [-0.435, 3.679, 3.256], [-1.018, 3.169, 2.096], [-1.753, 4.008, 1.259], [-1.910, 5.355, 1.585], [-1.335, 5.863, 2.750], [-0.144, 5.421, 4.490], [0.143, 3.027, 3.905], [-0.899, 2.119, 1.844], [-2.203, 3.612, 0.352], [-2.481, 6.010, 0.931], [-1.462, 6.911, 3.006]], "e_lumo_ha": 0.0770, "orbital_gap_ev": 6.2, "max_force_ev_per_a": 5.5, "charge": -1, "e_tot_ha": -1703.51955}



[3]
{"formula": "C3H6NO3", "method": "ωB97M-V with the def2-TZVPD basis set", "symbols": ["C", "C", "C", "N", "O", "O", "O", "H", "H", "H", "H", "H", "H"], "coordinates": [[-1.239, -0.899, 0.049], [-1.408, 0.811, -1.083], [-1.297, 0.564, 0.356], [1.148, -0.984, 0.805], [-1.434, -1.994, 0.434], [-1.271, -0.648, -1.338], [-1.275, 1.433, 1.272], [-2.423, 1.134, -1.294], [-0.654, 1.525, -1.495], [1.130, -1.310, 1.839], [1.954, -0.373, 0.724], [1.230, -1.893, 0.226], [-1.482, 1.342, 2.282]], "e_lumo_ha": -0.2623, "orbital_gap_ev": 7.9, "max_force_ev_per_a": 4.4, "charge": 1, "e_tot_ha": -398.00699}



HOMO level
In order: -7.640 -4.071 -15.075
Unit: eV